{"formula": "C6H12O", "method": "ωB97M-V with the def2-TZVPD basis set", "total_energy_ev": -8462.0143, "charge": 0, "symbols": ["C", "C", "O", "C", "C", "C", "C", "H", "H", "H", "H", "H", "H", "H", "H", "H", "H", "H", "H"], "coordinates": [[2.612, 0.128, 0.121], [1.131, -0.227, 0.016], [0.754, -0.580, 1.357], [0.189, 0.900, -0.295], [-0.981, 0.898, -1.201], [-1.334, 0.443, 0.154], [-2.095, -0.925, 0.290], [3.076, 0.370, -0.839], [3.114, -0.738, 0.565], [2.729, 0.983, 0.800], [1.006, -1.046, -0.713], [0.298, -1.422, 1.365], [0.585, 1.889, 0.027], [-0.979, 0.123, -1.957], [-1.330, 1.878, -1.462], [-1.699, 1.132, 0.904], [-1.687, -1.742, -0.319], [-3.132, -0.787, -0.088], [-2.229, -1.306, 1.316]]}

=====

{"formula": "C6H12O", "method": "ωB97M-V with the def2-TZVPD basis set", "total_energy_ev": -8462.1008, "charge": 0, "symbols": ["C", "C", "O", "C", "C", "C", "C", "H", "H", "H", "H", "H", "H", "H", "H", "H", "H", "H", "H"], "coordinates": [[2.300, 1.105, -0.114], [1.795, -0.259, -0.521], [0.644, -0.543, 0.266], [0.177, -1.807, 0.108], [-0.852, -2.306, 0.783], [-2.380, 0.772, -0.572], [-2.179, 1.952, 0.002], [3.185, 1.381, -0.696], [1.520, 1.854, -0.279], [2.561, 1.101, 0.948], [2.558, -1.031, -0.345], [1.525, -0.287, -1.587], [0.708, -2.394, -0.641], [-1.137, -3.335, 0.599], [-1.410, -1.726, 1.511], [-1.607, 0.010, -0.583], [-3.327, 0.522, -1.045], [-1.233, 2.194, 0.483], [-2.949, 2.720, 0.021]]}

=====

{"formula": "C6H12O", "method": "ωB97M-V with the def2-TZVPD basis set", "total_energy_ev": -8463.1326, "charge": 0, "symbols": ["C", "C", "C", "C", "C", "C", "O", "H", "H", "H", "H", "H", "H", "H", "H", "H", "H", "H", "H"], "coordinates": [[2.665, -0.086, -0.074], [1.655, 1.073, -0.142], [0.267, 0.650, 0.237], [-0.837, 0.819, -0.487], [-2.158, 0.178, -0.098], [-1.944, -1.204, 0.563], [-0.855, -1.883, -0.038], [2.722, -0.513, 0.935], [2.397, -0.891, -0.767], [3.667, 0.275, -0.337], [1.977, 1.857, 0.553], [1.631, 1.486, -1.156], [0.183, 0.123, 1.191], [-0.801, 1.382, -1.423], [-0.454, -1.243, -0.618], [-2.790, 0.033, -0.983], [-2.697, 0.853, 0.576], [-1.782, -1.101, 1.650], [-2.846, -1.810, 0.418]]}

=====

{"formula": "C6H12O", "method": "ωB97M-V with the def2-TZVPD basis set", "total_energy_ev": -8463.8765, "charge": 0, "symbols": ["C", "C", "C", "O", "C", "C", "C", "H", "H", "H", "H", "H", "H", "H", "H", "H", "H", "H", "H"], "coordinates": [[1.179, 1.706, -0.832], [0.982, 0.638, 0.256], [-0.266, 0.878, 1.123], [-0.670, -0.389, 1.591], [-0.486, -1.308, 0.519], [-1.724, -1.386, -0.370], [0.760, -0.810, -0.250], [0.676, 2.646, -0.566], [0.788, 1.363, -1.799], [2.236, 1.963, -0.951], [1.857, 0.643, 0.920], [-0.058, 1.508, 1.993], [-1.072, 1.356, 0.540], [-0.319, -2.283, 0.989], [-2.617, -1.575, 0.233], [-1.616, -2.198, -1.098], [-1.869, -0.451, -0.924], [0.591, -0.861, -1.333], [1.629, -1.439, -0.040]]}

=====

{"formula": "C6H12O", "method": "ωB97M-V with the def2-TZVPD basis set", "total_energy_ev": -8462.8635, "charge": 0, "symbols": ["C", "C", "O", "C", "C", "C", "C", "H", "H", "H", "H", "H", "H", "H", "H", "H", "H", "H", "H"], "coordinates": [[2.878, 0.324, 0.226], [1.475, 0.220, -0.341], [0.542, 0.186, 0.730], [-0.427, -0.805, 0.601], [-1.739, -0.531, 1.252], [-1.642, -0.562, -0.255], [-1.784, 0.720, -1.042], [3.114, -0.564, 0.822], [2.963, 1.203, 0.872], [3.614, 0.413, -0.580], [1.379, -0.687, -0.955], [1.250, 1.080, -0.989], [-0.030, -1.823, 0.644], [-1.836, 0.449, 1.712], [-2.247, -1.335, 1.778], [-2.051, -1.446, -0.742], [-1.326, 0.629, -2.034], [-2.839, 0.979, -1.179], [-1.295, 1.549, -0.520]]}

=====

{"formula": "C6H12O", "method": "ωB97M-V with the def2-TZVPD basis set", "total_energy_ev": -8463.7409, "charge": 0, "symbols": ["O", "C", "C", "C", "C", "C", "C", "H", "H", "H", "H", "H", "H", "H", "H", "H", "H", "H", "H"], "coordinates": [[-2.047, 2.807, -1.365], [-1.294, 1.881, -1.214], [-0.256, 1.818, -0.139], [-0.351, 0.489, 0.670], [0.167, -0.752, -0.082], [-0.373, -2.027, 0.544], [1.704, -0.771, -0.053], [-1.379, 0.996, -1.875], [-0.481, 2.624, 0.558], [0.781, 1.947, -0.469], [0.177, 0.685, 1.598], [-1.413, 0.351, 0.866], [-0.105, -0.596, -1.129], [-0.142, -2.002, 1.616], [0.148, -2.901, 0.117], [-1.438, -2.185, 0.410], [2.124, -1.538, -0.694], [2.122, 0.201, -0.312], [2.056, -1.028, 0.952]]}

=====

{"formula": "C6H12O", "method": "ωB97M-V with the def2-TZVPD basis set", "total_energy_ev": -8459.7863, "charge": 0, "symbols": ["C", "C", "C", "C", "O", "C", "C", "H", "H", "H", "H", "H", "H", "H", "H", "H", "H", "H", "H"], "coordinates": [[2.041, 0.291, -0.394], [0.890, -0.698, -0.215], [0.485, -0.555, 1.188], [-2.189, -0.520, 1.127], [-1.695, -0.011, -0.068], [-0.341, 0.153, -0.262], [-0.320, 1.077, -1.549], [2.955, -0.178, -0.031], [2.166, 0.659, -1.410], [1.841, 1.159, 0.253], [0.994, -1.669, -0.695], [1.081, -0.041, 1.936], [0.071, -1.488, 1.599], [-1.645, -0.128, 1.996], [-3.236, -0.222, 1.164], [-2.086, -1.602, 1.109], [0.118, 2.073, -1.495], [0.217, 0.518, -2.334], [-1.348, 1.183, -1.919]]}

=====

{"formula": "C6H12O", "method": "ωB97M-V with the def2-TZVPD basis set", "total_energy_ev": -8462.3398, "charge": 0, "symbols": ["C", "C", "C", "C", "C", "C", "O", "H", "H", "H", "H", "H", "H", "H", "H", "H", "H", "H", "H"], "coordinates": [[-2.289, -0.124, 0.699], [-1.215, 0.841, 0.209], [-0.417, 0.260, -0.919], [0.922, 0.854, -1.267], [0.810, -0.487, -0.565], [1.399, -0.770, 0.883], [2.628, -1.310, 0.429], [-2.985, -0.374, -0.109], [-2.863, 0.317, 1.518], [-1.846, -1.061, 1.058], [-0.514, 1.063, 1.025], [-1.656, 1.789, -0.113], [-0.993, -0.172, -1.738], [1.210, 0.930, -2.318], [1.270, 1.682, -0.658], [1.029, -1.314, -1.256], [1.696, -0.057, 1.704], [0.838, -1.528, 1.461], [2.978, -0.540, -0.044]]}

=====

Gap between HOMO and LUMO per entry: 0.3572 0.3677 0.3887 0.3939 0.3821 0.3952 0.3257 0.3928 hartree
Relative energy (zero: lowest compared OMol25 entry of this formula, charge and spin) per entry: 54.0 52.0 28.2 11.0 34.4 14.1 105.3 46.4 kcal per mole
LUMO level per entry: 1.03 1.09 1.12 1.08 1.14 0.97 0.96 1.07 eV